Molecular formula: C25H34NO2S
Method: DFT, ωB97M-V/def2-TZVPD

Geometry as XYZ:
```
63
Properties=species:S:1:pos:R:3:forces:R:3
C 3.0380 -1.9537 0.0820 -0.268 0.254 -0.405
C 2.1781 -1.7471 -1.2926 2.041 -1.725 0.087
N 1.8681 -0.3150 -1.5930 -1.447 -1.253 0.393
S 0.5135 0.3124 -0.7243 0.357 0.213 -0.234
C 1.0876 0.6072 1.0474 0.191 0.512 1.317
C 0.1895 1.8220 1.6797 -0.015 -0.414 -0.496
C -0.9194 -0.9197 -0.7064 -0.755 -0.496 1.304
C -0.7952 -2.0384 0.4357 -0.573 -1.809 -1.571
O -1.8254 -1.8800 1.4834 3.476 -0.020 1.574
C -1.1810 -2.3571 2.6926 0.329 -4.051 0.940
O -0.8208 -3.5558 2.8410 -1.471 5.489 -1.056
H 2.4359 -2.4557 0.9136 0.772 0.815 -1.115
H 3.9319 -2.6334 -0.1344 -1.310 1.023 0.305
H 3.4335 -0.9317 0.4249 -0.522 -1.651 -0.441
H 2.9007 -2.0953 -2.1302 -1.354 0.755 1.198
H 1.2882 -2.4658 -1.3479 1.013 1.173 0.127
H 1.6385 -0.2635 -2.6100 0.088 0.417 1.017
H 2.2002 0.9211 1.0482 -1.876 -0.642 -0.588
H 0.9992 -0.3225 1.7014 0.099 1.101 -1.212
H 0.8881 2.6737 1.9906 -1.109 -1.269 -0.504
H -0.5533 2.2109 0.8803 1.153 -0.495 1.493
H -0.3782 1.4311 2.5995 0.824 0.682 -1.524
H -1.8790 -0.3009 -0.5086 1.690 -0.788 -0.328
H -1.0338 -1.3961 -1.7412 0.521 0.884 1.389
H 0.2570 -2.1800 0.8672 -1.584 0.528 -0.590
H -1.0528 -3.0495 -0.0716 0.588 1.624 0.717
H -1.0463 -1.6045 3.5623 -0.519 -0.830 -1.623
C -3.5976 4.7839 0.4652 0.023 0.008 -0.051
C -3.1365 3.4971 0.2057 0.030 0.016 -0.083
C -2.8637 3.1054 -1.1018 -0.005 0.193 0.078
C -3.0428 4.0042 -2.1492 0.025 -0.022 0.040
C -3.5003 5.2920 -1.8890 0.006 -0.055 0.059
C -3.7819 5.6809 -0.5827 0.052 -0.119 -0.009
H -3.8136 5.0880 1.4839 0.010 -0.031 -0.095
H -2.9905 2.7981 1.0237 -0.081 0.051 -0.029
H -2.5103 2.0988 -1.3050 -0.043 0.026 -0.035
H -2.8257 3.7005 -3.1679 -0.039 0.037 0.079
H -3.6385 5.9933 -2.7053 0.005 -0.080 0.082
H -4.1438 6.6832 -0.3811 0.035 -0.090 -0.016
C -4.4981 -2.3194 0.1623 -0.104 0.086 -0.140
C -5.6743 -1.6546 -0.1730 -0.012 -0.088 -0.082
C -6.6993 -2.3369 -0.8210 0.062 -0.041 0.026
C -6.5522 -3.6874 -1.1253 0.083 0.071 0.053
C -5.3779 -4.3530 -0.7868 0.007 0.028 -0.014
C -4.3490 -3.6685 -0.1469 -0.060 0.108 -0.056
H -3.6978 -1.7868 0.6645 -0.363 -0.128 -0.083
H -5.7917 -0.6034 0.0704 -0.007 -0.086 -0.020
H -7.6132 -1.8172 -1.0881 0.072 -0.052 0.037
H -7.3532 -4.2206 -1.6261 0.077 0.045 0.050
H -5.2644 -5.4061 -1.0226 -0.017 0.101 0.026
H -3.4311 -4.1868 0.1122 -0.071 -0.011 0.042
C 8.4243 1.3428 1.0109 -0.073 -0.066 -0.050
C 7.2373 1.9952 0.6926 -0.004 -0.038 -0.001
C 6.2133 1.3043 0.0522 0.057 -0.108 0.057
C 6.3730 -0.0426 -0.2613 0.081 0.095 0.087
C 7.5587 -0.6959 0.0604 -0.020 0.028 0.008
C 8.5861 -0.0026 0.6925 -0.096 0.059 -0.008
H 9.2238 1.8825 1.5072 -0.077 -0.048 -0.052
H 7.1105 3.0433 0.9431 0.025 -0.094 -0.038
H 5.2899 1.8152 -0.2022 0.069 -0.002 -0.008
H 5.5726 -0.5827 -0.7567 0.088 0.038 -0.017
H 7.6824 -1.7463 -0.1827 0.009 0.101 0.013
H 9.5123 -0.5105 0.9383 -0.084 0.041 -0.020
```
Forces are in eV/Å.

Output
HOMO-LUMO gap: 8.350 eV
Spin multiplicity: 1
Highest occupied orbital energy: -0.418 hartree
Energy: -1576.0495 a.u.
Net charge: +1
Lowest unoccupied orbital energy: -0.111 Eh

***

Molecular formula: C25H35AsF6N6O6STa
Method: DFT, ωB97M-V/def2-TZVPD

Geometry as XYZ:
```
81
Properties=species:S:1:pos:R:3:forces:R:3
Ta -0.5195 0.2928 0.0220 -0.122 0.178 -0.617
C -0.5053 -2.8658 -0.9977 0.063 -0.091 -0.035
C -1.9038 -2.2615 -1.1428 0.024 0.002 -0.007
N -2.2384 -1.0557 -0.3055 -0.136 0.145 -0.122
C -2.8568 -1.4230 0.9927 -0.054 0.041 0.035
C -3.0140 -0.1745 1.8432 -0.004 0.027 0.036
N -1.7888 0.7021 1.8670 0.004 0.005 0.116
C -1.1508 0.8676 3.2156 -0.039 0.020 -0.022
C -0.1033 -0.1689 3.5514 0.004 -0.019 -0.002
C 1.2312 0.0167 2.8286 0.039 0.002 -0.028
N 1.1945 0.6643 1.4699 -0.008 0.014 0.121
C 2.4446 0.2951 0.7296 0.017 0.055 0.032
C 2.2400 -1.0237 0.0100 0.003 0.025 0.011
N 1.1149 -0.8397 -0.9435 0.044 0.049 0.079
C 0.6725 -2.1092 -1.6178 -0.036 0.037 0.034
H -0.5468 -3.8197 -1.5300 0.002 0.005 0.009
H -0.2907 -3.0911 0.0427 -0.074 -0.096 -0.101
H -2.6420 -3.0248 -0.8916 0.027 -0.028 -0.013
H -2.0733 -1.9799 -2.1808 -0.008 0.024 -0.009
H -2.9198 -0.5214 -0.8801 0.014 0.017 0.061
H -2.2398 -2.1725 1.4773 0.009 0.002 0.000
H -3.8425 -1.8555 0.8089 0.004 -0.008 0.014
H -3.2834 -0.4502 2.8621 0.003 -0.004 -0.003
H -3.8241 0.4369 1.4433 -0.005 -0.018 -0.013
H -2.1276 1.6343 1.6440 0.006 0.000 -0.012
H -1.9516 0.8507 3.9558 0.019 0.003 0.016
H -0.7260 1.8725 3.2219 0.011 -0.005 0.009
H -0.4935 -1.1711 3.3839 0.004 0.001 -0.007
H 0.0979 -0.0918 4.6208 -0.005 0.007 0.001
H 1.7089 -0.9532 2.7131 -0.019 -0.009 0.008
H 1.9003 0.6386 3.4265 -0.012 -0.007 0.019
H 1.2041 1.6774 1.5992 0.015 0.001 0.003
H 3.2785 0.2379 1.4299 -0.002 -0.017 -0.005
H 2.6544 1.0879 0.0132 0.012 -0.013 -0.005
H 1.9928 -1.8325 0.6960 0.003 0.019 0.000
H 3.1421 -1.3005 -0.5383 0.000 -0.005 0.006
H 1.4428 -0.2276 -1.7083 -0.001 -0.032 -0.012
H 1.5405 -2.7699 -1.6449 -0.026 -0.034 0.001
H 0.4318 -1.8438 -2.6470 -0.002 -0.001 -0.002
O -3.3073 0.4754 -2.2320 0.134 -0.143 0.057
C -2.2394 0.7807 -2.7248 -0.166 -0.015 0.099
N -2.1187 1.5341 -3.8513 0.035 0.086 -0.068
C -0.7616 1.5909 -4.3233 0.004 0.048 0.151
C -0.0457 0.8274 -3.1710 -0.148 -0.172 -0.065
O 1.1575 0.6476 -3.1689 0.076 0.117 -0.021
N -0.9592 0.4120 -2.2483 0.063 0.069 -0.063
C -0.5677 0.9688 -5.7017 0.026 -0.012 0.048
C -1.0953 1.6657 -6.7911 -0.019 0.016 -0.049
C -0.9904 1.1438 -8.0713 -0.005 0.007 0.005
C -0.3557 -0.0725 -8.2672 0.016 -0.024 -0.003
C 0.1744 -0.7665 -7.1842 -0.013 0.024 0.003
C 0.0778 -0.2471 -5.9032 0.024 0.004 -0.040
C -0.2020 2.9884 -4.3906 0.110 -0.099 -0.061
C 1.1815 3.1338 -4.7782 0.032 -0.002 -0.003
C 1.7375 4.3778 -4.9085 0.012 -0.074 0.001
C 0.9457 5.4966 -4.6514 -0.017 0.028 -0.002
C -0.4208 5.3601 -4.2635 -0.039 -0.025 0.035
C -0.9847 4.1219 -4.1367 -0.076 0.124 0.001
H -2.9141 1.6077 -4.4678 -0.007 -0.025 0.007
H -1.6066 2.6115 -6.6429 0.002 0.000 0.007
H -1.4040 1.6853 -8.9109 -0.002 0.001 0.000
H -0.2711 -0.4836 -9.2639 0.000 -0.001 -0.002
H 0.6685 -1.7155 -7.3418 0.000 -0.004 -0.002
H 0.5180 -0.7856 -5.0752 -0.006 0.005 0.001
H 1.7611 2.2361 -4.9448 0.005 0.013 -0.016
H 2.7718 4.4939 -5.1981 0.004 0.004 -0.001
H 1.3643 6.4911 -4.7385 0.017 -0.003 -0.002
H -0.9972 6.2516 -4.0579 -0.013 -0.005 -0.001
H -2.0111 4.0067 -3.8213 -0.001 0.004 0.016
F -0.2530 -1.2992 1.1008 0.020 0.057 0.025
As 0.4235 -4.9279 2.0382 0.130 -0.113 0.025
F -1.1475 -4.3220 2.2527 0.055 0.082 -0.115
F -0.2253 -6.1289 1.0304 0.010 0.027 0.043
F 0.8879 -5.9558 3.2566 0.010 0.004 0.035
F 1.6425 -4.6807 0.8800 -0.165 0.096 0.017
F 0.9930 -3.5090 2.8166 -0.004 -0.037 0.014
O 0.5450 1.9887 -0.6455 -0.143 -0.218 0.216
S -0.5446 3.0180 -0.2217 -0.032 0.064 0.190
O -0.6552 4.0945 -1.1389 0.000 -0.089 -0.196
O -1.7353 2.0259 -0.3122 0.287 -0.211 0.171
O -0.3291 3.3051 1.1768 0.010 0.099 -0.052
```
Forces are in eV/Å.

Output
Relative energy (zero: lowest compared OMol25 entry of this formula, charge and spin): 45.1 kJ/mol
HOMO-LUMO gap (spin up / spin down): 7.875 / 5.055 eV
Spin multiplicity: 2
Highest occupied orbital energy (spin up / spin down): -0.536 / -0.533 hartree
Energy: -5043.5722 a.u.
Net charge: +2
Lowest unoccupied orbital energy (spin up / spin down): -0.247 / -0.348 Eh

***

Molecular formula: C25H35CdN6SSi
Method: DFT, ωB97M-V/def2-TZVPD

Geometry as XYZ:
```
69
Properties=species:S:1:pos:R:3:forces:R:3
Cd -0.2506 -0.0744 -0.0351 -0.133 -0.012 0.078
C 0.3147 -2.9039 1.2368 0.046 -0.009 0.084
C 0.6618 -3.3184 -0.1932 -0.032 -0.032 -0.084
N 0.3157 -2.2943 -1.1840 -0.007 -0.044 0.010
C 1.3597 -1.9073 -2.1287 -0.058 -0.011 -0.027
C 2.5250 -1.1982 -1.4423 0.085 0.102 -0.017
N 2.0972 -0.1406 -0.5048 0.104 -0.091 -0.077
C 2.7510 -0.2245 0.8116 -0.047 0.134 0.025
C 2.2745 -1.4403 1.5962 -0.029 -0.041 0.010
N 0.8045 -1.5548 1.5859 -0.033 -0.062 0.048
H 0.7226 -3.6591 1.9196 -0.023 -0.003 -0.014
H -0.7699 -2.9015 1.3574 0.031 0.026 -0.035
H 0.1264 -4.2486 -0.3987 0.015 -0.002 0.012
H 1.7221 -3.5638 -0.2803 0.009 0.036 0.021
H -0.5303 -2.5576 -1.6741 0.000 0.031 0.012
H 0.9007 -1.2265 -2.8513 0.002 -0.002 0.008
H 1.7608 -2.7558 -2.6973 0.017 0.002 0.013
H 3.1832 -0.7847 -2.2098 -0.023 -0.023 -0.012
H 3.1297 -1.9242 -0.8983 -0.016 -0.012 0.023
H 2.2697 0.7812 -0.8891 -0.023 -0.012 -0.029
H 2.4927 0.6840 1.3571 0.019 -0.020 -0.012
H 3.8427 -0.2432 0.7255 -0.005 -0.077 -0.017
H 2.6614 -1.3776 2.6152 -0.024 0.033 -0.003
H 2.6933 -2.3545 1.1757 0.036 0.013 -0.007
H 0.4321 -1.3105 2.4956 0.030 -0.005 0.007
N -0.1315 2.3748 -1.9896 -0.057 -0.063 0.020
N -0.5876 3.4358 -1.2049 0.061 0.011 -0.049
C -0.2773 3.5633 0.0959 -0.057 -0.095 -0.014
N -0.6555 4.7133 0.6718 -0.080 -0.043 -0.022
S 0.5181 2.3984 1.0225 0.124 0.100 0.047
H 0.4352 2.7407 -2.7471 0.006 -0.012 0.028
H -0.9288 1.8732 -2.3776 -0.011 0.069 -0.007
H -1.0864 4.1858 -1.6638 -0.039 -0.037 0.023
H -1.1901 5.4132 0.1844 0.030 0.022 -0.006
H -0.5403 4.8027 1.6661 0.013 -0.003 -0.004
C -3.2588 1.6513 -4.8251 0.028 -0.012 -0.031
C -2.3591 0.6102 -4.6248 -0.031 0.044 -0.004
C -2.2236 0.0547 -3.3615 0.066 -0.033 0.048
C -2.9792 0.5024 -2.2691 -0.019 0.020 -0.017
C -3.8822 1.5422 -2.5006 0.030 0.045 -0.003
C -4.0187 2.1138 -3.7619 -0.003 0.002 0.031
Si -2.7166 -0.2283 -0.5395 0.039 0.134 -0.098
C -3.8448 0.6932 0.6427 -0.008 0.014 0.024
C -5.1642 0.2881 0.8597 -0.019 0.001 -0.030
C -6.0106 1.0147 1.6856 -0.001 -0.001 0.002
C -5.5514 2.1649 2.3111 0.007 0.031 0.022
C -4.2431 2.5832 2.1126 -0.009 -0.023 -0.010
C -3.4009 1.8494 1.2893 0.009 0.003 0.017
C -3.2606 -2.0322 -0.5977 0.010 -0.061 0.005
C -3.3439 -2.7578 0.5967 0.007 0.039 0.045
C -3.7062 -4.0955 0.6113 0.005 -0.007 -0.035
C -3.9893 -4.7481 -0.5830 0.010 -0.011 0.038
C -3.9197 -4.0496 -1.7778 0.004 -0.011 -0.017
C -3.5628 -2.7052 -1.7830 0.028 -0.025 -0.008
H -3.3688 2.0925 -5.8071 -0.006 -0.003 -0.001
H -1.7711 0.2335 -5.4523 0.005 0.000 -0.001
H -1.5051 -0.7503 -3.2217 -0.012 0.000 0.003
H -4.4870 1.9159 -1.6824 -0.019 -0.009 0.009
H -4.7293 2.9163 -3.9140 -0.003 0.005 -0.005
H -5.5380 -0.6084 0.3778 0.000 -0.010 -0.004
H -7.0291 0.6843 1.8436 -0.002 -0.011 -0.007
H -6.2084 2.7300 2.9593 -0.010 -0.002 -0.003
H -3.8778 3.4728 2.6104 0.001 0.007 0.007
H -2.3718 2.1712 1.1641 -0.006 -0.018 0.003
H -3.1428 -2.2597 1.5419 -0.008 0.015 -0.011
H -3.7771 -4.6277 1.5514 -0.002 -0.008 0.005
H -4.2731 -5.7923 -0.5770 -0.007 -0.001 -0.007
H -4.1576 -4.5473 -2.7093 0.004 0.002 -0.004
H -3.5371 -2.1768 -2.7289 -0.017 0.014 0.004
```
Forces are in eV/Å.

Output
Relative energy (zero: lowest compared OMol25 entry of this formula, charge and spin): 0.0 kJ/mol
HOMO-LUMO gap: 8.085 eV
Spin multiplicity: 1
Highest occupied orbital energy: -0.368 hartree
Energy: -2157.4514 a.u.
Net charge: +1
Lowest unoccupied orbital energy: -0.070 Eh